C3H8N2O2 | wB97M-V/def2-TZVPD

Geometry as XYZ:
```
15
Properties=species:S:1:pos:R:3:lowdin_charge:R:1
O -2.03 -0.39 -0.98 -0.077
O 0.64 0.54 -1.90 0.068
N -0.47 1.24 -0.03 0.073
N -0.10 -1.39 1.18 -0.023
C -1.72 0.28 0.01 -0.442
C 0.67 0.96 -0.62 -0.266
C 1.09 -1.06 0.72 -0.158
H 1.59 1.39 -0.24 0.138
H 1.77 -0.54 1.39 0.065
H -0.57 -2.02 0.53 0.081
H -1.07 -0.39 0.90 0.091
H -0.35 1.70 0.86 0.141
H 1.51 -1.49 -0.19 0.075
H 1.53 0.28 -2.18 0.116
H -2.47 0.88 0.57 0.118
```

Properties
- Highest occupied orbital energy (alpha / beta): -7.376 / -7.375 eV
- Total energy: -378.94775 a.u.
- F_max: 0.5 eV/Å



C5H10O | wB97M-V/def2-TZVPD

Geometry as XYZ:
```
16
Properties=species:S:1:pos:R:3:lowdin_charge:R:1
O -1.78 -0.73 0.77 -0.126
C -2.14 -0.25 -0.52 -0.205
C -1.19 0.87 -0.80 -0.069
C -0.71 0.04 1.30 -0.206
C 2.65 -0.63 -0.32 -0.050
C -0.37 1.04 0.23 -0.089
H 1.64 -0.69 -0.73 0.008
H -1.03 0.52 2.24 0.120
H -3.19 0.08 -0.51 0.119
H 0.42 1.77 0.33 0.109
H -1.20 1.45 -1.72 0.107
H 3.27 0.01 -0.96 0.020
H 0.14 -0.62 1.54 0.111
H 3.10 -1.63 -0.27 0.019
H -2.06 -1.07 -1.25 0.119
H 2.61 -0.20 0.69 0.016
```

Properties
- Highest occupied orbital energy: -9.072 eV
- Total energy: -271.70313 a.u.
- F_max: 0.3 eV/Å



C11H14F8N2 | wB97M-V/def2-TZVPD

Geometry as XYZ:
```
35
Properties=species:S:1:pos:R:3:lowdin_charge:R:1
F 0.80 2.99 -1.50 0.193
F -2.48 2.71 0.89 0.224
F -2.34 1.51 -1.85 0.163
F -1.74 3.59 -1.44 0.191
F -0.22 2.09 -3.20 0.181
F -0.34 2.32 0.86 0.183
F 1.14 0.13 5.15 -0.765
F -1.73 0.69 0.49 0.174
N 0.58 0.74 -1.56 0.206
N 0.72 -1.09 1.32 -0.157
C -0.16 0.11 3.01 -0.121
C 0.06 -0.47 -2.35 -0.077
C -0.20 -1.60 -1.37 -0.172
C -0.07 2.06 -1.88 -0.429
C 1.69 -1.50 0.36 -0.168
C 0.88 0.03 2.12 -0.113
C -1.52 2.00 0.33 -0.532
C -1.01 -0.99 2.73 -0.070
C 1.10 -2.23 -0.85 -0.157
C -0.45 -1.72 1.69 -0.122
C -1.46 2.30 -1.21 -0.336
H -1.91 -1.28 3.26 0.098
H -0.84 -0.16 -2.88 0.125
H 1.57 0.89 -1.76 0.194
H -0.26 0.81 3.83 0.083
H -0.79 -1.18 -0.56 0.085
H -0.76 -2.65 1.24 0.113
H 0.82 -0.74 -3.09 0.136
H 0.94 -3.29 -0.66 0.117
H 2.49 -2.11 0.81 0.137
H 1.87 -2.18 -1.63 0.113
H 1.78 0.64 2.08 0.122
H 0.51 0.52 -0.55 0.141
H 2.19 -0.59 0.01 0.107
H -0.82 -2.36 -1.85 0.132
```

Properties
- Highest occupied orbital energy: -5.719 eV
- Total energy: -1335.82812 a.u.
- F_max: 0.8 eV/Å



C6H12N2O | wB97M-V/def2-TZVPD

Geometry as XYZ:
```
21
Properties=species:S:1:pos:R:3:lowdin_charge:R:1
O 1.13 -0.88 3.82 -0.045
N 0.44 -0.32 2.94 -0.102
N -1.20 0.22 0.86 0.204
C -0.72 0.35 -0.14 -0.211
C 0.36 -1.41 -1.17 -0.052
C -0.69 0.32 3.48 -0.176
C 1.40 0.80 -1.29 -0.032
C -0.83 0.32 -2.53 -0.020
C 0.08 0.10 -1.28 -0.619
H 1.31 1.78 -1.74 0.087
H -1.88 0.26 -2.16 0.104
H 2.04 0.17 -1.88 0.088
H 0.97 -1.55 -0.20 0.122
H -0.79 1.40 -2.76 0.085
H -1.51 -0.41 3.58 0.095
H -1.05 1.07 2.74 0.046
H 0.90 -1.87 -1.98 0.071
H 1.68 0.97 -0.28 0.082
H -0.51 0.84 4.46 0.095
H -0.67 -1.89 -1.16 0.110
H -0.45 -0.28 -3.31 0.069
```

Properties
- Highest occupied orbital energy: -9.046 eV
- Total energy: -420.42239 a.u.
- F_max: 4.5 eV/Å



C59H133F4N9O9S4 | wB97M-V/def2-TZVPD

Geometry as XYZ:
```
218
Properties=species:S:1:pos:R:3:lowdin_charge:R:1
S 21.93 0.22 -14.90 0.590
S 24.82 8.64 -15.94 0.642
S 24.10 0.83 -15.44 0.424
S 23.25 8.24 -17.75 0.435
F 26.06 7.71 -15.47 -0.264
F 22.26 7.08 -18.39 -0.218
F 21.05 0.42 -13.54 -0.211
F 25.03 2.16 -15.48 -0.218
O 24.32 8.72 -14.56 -0.299
O 22.31 9.13 -17.10 -0.258
O 20.98 0.74 -15.94 -0.287
O 29.38 4.32 -14.73 -0.317
O 23.77 0.73 -16.87 -0.303
O 25.57 9.69 -16.62 -0.250
O 25.08 -0.13 -15.00 -0.289
O 24.03 8.76 -18.87 -0.282
O 22.25 -1.22 -14.84 -0.273
N 24.94 0.48 -10.85 -0.208
N 25.81 -2.80 -19.27 -0.189
N 30.01 8.15 -13.88 -0.187
N 22.05 5.23 -14.50 -0.218
N 31.87 6.83 -8.16 -0.227
N 32.96 2.84 -15.12 -0.203
N 23.05 1.33 -14.42 -0.263
N 24.07 7.31 -16.86 -0.271
N 26.59 5.15 -18.93 -0.232
C 20.48 4.45 -16.47 -0.179
C 32.37 7.99 -5.97 -0.096
C 27.06 4.58 -13.92 -0.056
C 32.05 9.43 -14.40 -0.152
C 30.48 4.84 -18.83 -0.093
C 21.67 6.71 -14.56 0.067
C 21.92 4.46 -15.83 -0.094
C 21.73 4.92 -12.09 -0.118
C 25.96 2.75 -10.85 -0.146
C 26.73 -0.82 -17.87 -0.220
C 23.42 -1.89 -18.86 -0.139
C 32.55 2.96 -13.60 -0.068
C 25.36 -1.80 -20.40 -0.073
C 26.36 9.29 -12.42 -0.075
C 27.72 9.40 -13.14 -0.205
C 32.32 1.75 -17.36 -0.218
C 31.29 7.47 -13.29 -0.098
C 25.04 1.81 -11.63 -0.090
C 30.48 5.34 -9.68 -0.198
C 28.13 3.70 -14.60 -0.641
C 24.15 -0.98 -19.86 -0.142
C 26.28 -4.15 -19.96 0.046
C 24.28 4.47 -19.09 -0.126
C 24.78 1.13 -9.45 -0.097
C 31.82 5.82 -7.02 -0.128
C 27.00 -2.25 -18.39 -0.090
C 27.72 -0.44 -16.76 -0.086
C 31.94 1.97 -15.91 -0.123
C 34.34 2.17 -15.06 -0.112
C 27.87 -1.98 -12.02 -0.061
C 31.39 0.81 -18.18 -0.052
C 33.02 4.26 -15.67 0.013
C 34.87 2.37 -13.64 -0.141
C 33.17 6.55 -8.97 0.043
C 21.12 4.57 -13.47 -0.096
C 25.49 4.58 -18.09 -0.091
C 30.61 9.58 -14.04 -0.086
C 32.57 6.43 -5.86 -0.125
C 32.40 7.99 -14.14 -0.190
C 23.41 4.95 -13.85 -0.097
C 20.57 4.05 -17.94 -0.082
C 28.70 8.21 -12.91 -0.052
C 27.94 4.69 -18.41 -0.098
C 31.77 8.22 -7.40 -0.047
C 24.89 4.01 -20.41 -0.103
C 33.61 2.14 -12.82 -0.141
C 30.71 6.83 -9.21 -0.084
C 29.60 7.62 -15.21 0.014
C 26.28 4.64 -20.32 -0.098
C 29.09 5.00 -19.44 -0.203
C 28.10 2.31 -14.05 -0.092
C 26.58 -1.12 -12.05 -0.216
C 26.19 -0.43 -10.77 -0.107
C 26.58 6.66 -18.76 0.034
C 29.43 5.27 -10.82 -0.073
C 24.44 -2.94 -18.40 -0.029
C 23.69 -0.28 -11.31 0.055
C 25.76 2.25 -9.41 -0.155
C 23.26 5.26 -12.34 -0.110
H 26.19 -1.20 -20.78 0.128
H 33.71 2.63 -11.85 0.111
H 32.46 2.77 -17.74 0.087
H 31.00 5.79 -18.95 0.080
H 21.56 4.07 -11.42 0.109
H 23.48 6.30 -12.12 0.110
H 28.22 10.30 -12.79 0.104
H 22.01 7.09 -13.60 0.104
H 25.34 5.18 -17.19 0.111
H 26.58 -0.38 -12.85 0.086
H 27.84 -1.22 -16.01 0.082
H 25.68 3.80 -10.82 0.101
H 31.43 4.99 -10.08 0.083
H 34.09 1.14 -15.33 0.126
H 28.84 1.65 -14.51 0.065
H 19.94 5.40 -16.35 0.110
H 32.25 4.91 -7.44 0.129
H 22.26 3.43 -15.76 0.099
H 31.18 6.43 -13.58 0.112
H 24.96 -2.38 -21.22 0.124
H 27.03 0.12 -10.34 0.133
H 24.39 4.25 -21.34 0.137
H 27.91 3.66 -18.04 0.128
H 28.17 5.26 -17.51 0.114
H 30.79 5.64 -6.72 0.142
H 21.32 3.28 -18.08 0.060
H 29.09 4.26 -11.05 0.069
H 25.50 -4.40 -20.68 0.099
H 30.71 8.42 -7.27 0.121
H 33.32 8.49 -5.77 0.119
H 30.47 9.97 -13.03 0.133
H 31.53 2.64 -13.40 0.122
H 23.62 -1.18 -10.70 0.119
H 26.11 4.08 -13.73 0.047
H 25.69 3.54 -17.84 0.120
H 27.93 -2.45 -18.91 0.125
H 20.04 4.70 -13.54 0.147
H 22.79 0.33 -11.26 0.108
H 26.29 5.51 -20.98 0.140
H 27.63 9.56 -14.22 0.097
H 31.34 7.63 -12.22 0.112
H 23.52 3.93 -18.52 0.098
H 20.97 4.81 -18.62 0.064
H 30.09 10.11 -14.84 0.143
H 30.04 5.64 -11.65 0.048
H 22.07 7.29 -15.39 0.063
H 25.18 2.97 -20.29 0.109
H 25.00 0.35 -8.72 0.136
H 23.10 -1.31 -17.99 0.090
H 35.74 1.72 -13.48 0.134
H 24.09 -3.92 -18.70 0.124
H 26.47 9.15 -11.34 0.074
H 27.07 4.05 -20.78 0.125
H 27.50 0.54 -16.36 0.060
H 25.44 3.10 -8.80 0.128
H 22.49 -2.39 -19.15 0.127
H 34.07 6.48 -8.37 0.114
H 22.64 4.99 -16.46 0.101
H 23.85 4.60 -11.70 0.077
H 26.70 1.85 -9.02 0.113
H 29.19 8.27 -11.94 0.102
H 25.70 -0.80 -17.53 0.075
H 26.38 -5.02 -19.31 0.106
H 33.60 4.94 -15.05 0.100
H 33.25 7.14 -9.88 0.105
H 28.54 5.89 -10.68 0.076
H 31.75 -0.19 -17.91 0.088
H 27.15 1.78 -14.16 0.038
H 27.00 2.74 -11.17 0.088
H 32.35 9.63 -15.43 0.131
H 24.01 2.19 -11.71 0.121
H 29.09 5.95 -19.97 0.115
H 35.12 2.39 -15.78 0.145
H 25.57 7.00 -18.97 0.076
H 23.72 1.36 -9.30 0.141
H 27.03 -2.92 -17.53 0.128
H 28.98 8.36 -15.73 0.108
H 32.00 4.56 -15.88 0.087
H 31.67 8.37 -5.22 0.118
H 21.28 3.51 -13.66 0.114
H 26.88 6.96 -17.75 0.095
H 33.40 7.94 -13.73 0.127
H 29.86 7.10 -8.58 0.126
H 25.72 10.17 -12.54 0.094
H 25.85 -1.18 -10.05 0.140
H 28.16 7.26 -12.92 0.101
H 24.68 -2.82 -17.34 0.126
H 20.58 6.65 -14.66 0.109
H 25.76 -1.80 -12.27 0.112
H 33.50 4.21 -16.65 0.100
H 23.81 5.45 -19.19 0.094
H 24.42 -0.02 -19.42 0.089
H 23.72 3.93 -14.09 0.095
H 33.07 5.50 -9.25 0.077
H 35.29 3.38 -13.64 0.121
H 28.19 2.30 -12.96 0.051
H 19.67 3.68 -18.43 0.090
H 32.74 10.06 -13.84 0.130
H 29.05 4.22 -20.20 0.097
H 30.92 7.57 -9.98 0.113
H 29.04 6.73 -14.92 0.068
H 33.37 1.09 -12.67 0.126
H 24.13 5.64 -14.28 0.115
H 27.74 3.46 -15.59 0.086
H 30.38 4.65 -17.76 0.052
H 33.30 1.27 -17.32 0.104
H 26.83 -0.06 -18.65 0.111
H 30.32 4.67 -8.83 0.105
H 27.19 7.10 -19.55 0.113
H 32.23 8.99 -8.02 0.133
H 28.25 -2.02 -13.05 0.068
H 30.98 2.49 -15.95 0.111
H 27.75 -3.01 -11.68 0.081
H 25.86 8.39 -12.77 0.047
H 27.32 5.13 -13.01 0.049
H 32.69 4.01 -13.34 0.108
H 27.22 -3.85 -20.42 0.098
H 31.89 1.12 -15.23 0.139
H 26.85 5.43 -14.57 0.048
H 23.45 -0.74 -20.66 0.122
H 25.44 1.59 -12.62 0.100
H 30.42 7.25 -15.83 0.105
H 21.25 5.77 -11.59 0.115
H 28.71 -0.33 -17.19 0.053
H 31.11 4.08 -19.30 0.073
H 30.34 0.99 -17.98 0.050
H 32.24 6.17 -4.86 0.132
H 31.43 1.08 -19.23 0.080
H 32.59 7.46 -15.08 0.107
H 23.97 -0.60 -12.31 0.082
H 33.58 6.11 -6.09 0.113
H 28.66 -1.69 -11.33 0.072
H 19.92 3.71 -15.90 0.106
```

Properties
- Highest occupied orbital energy: -14.260 eV
- Total energy: -5488.43700 a.u.
- Charge: +4
- F_max: 7.2 eV/Å



C22H7Cl8F5GeO2RuS | wB97M-V/def2-TZVPD

Geometry as XYZ:
```
47
Properties=species:S:1:pos:R:3:lowdin_charge:R:1
Ru -0.54 -0.32 0.95 1.094
Ge 1.46 -1.87 -0.32 0.010
Cl 4.61 0.77 3.47 0.700
Cl -1.44 -0.56 3.70 0.710
Cl 3.38 -0.27 6.14 0.710
Cl 2.83 1.03 0.94 0.649
Cl 0.32 -0.89 6.31 0.711
Cl 3.04 -2.60 1.02 0.043
Cl 1.29 -3.55 -1.70 0.048
Cl -0.39 -2.67 1.18 0.102
S -0.83 8.75 0.39 1.026
F -1.09 -1.12 -1.90 0.024
F -4.68 -2.06 0.96 0.129
F -4.13 -4.53 -2.98 0.135
F -1.93 -3.06 -3.60 0.128
F -5.48 -4.03 -0.69 0.131
O -2.48 -0.55 0.39 -0.242
O -3.47 8.53 0.82 0.048
C 0.46 4.99 0.67 -0.010
C -0.67 4.21 0.35 -0.241
C -4.00 -2.29 -0.15 -0.149
C 0.81 0.06 2.45 -0.414
C 2.15 0.42 2.41 -0.733
C 1.03 -0.40 4.83 -0.703
C -2.45 10.47 1.80 -0.075
C -4.41 -3.30 -1.00 -0.137
C -2.20 -1.82 -1.62 -0.188
C -0.62 2.81 0.51 -0.026
C -0.58 1.58 0.66 -0.129
C -0.83 6.99 0.28 -0.501
C -1.84 4.84 -0.07 0.001
C 2.95 0.33 3.55 -0.706
C -2.60 -2.82 -2.48 -0.149
C -2.49 9.18 1.01 -0.705
C 0.27 -0.29 3.68 -0.706
C -1.93 6.22 -0.12 -0.060
C -2.87 -1.52 -0.43 -0.309
C 0.37 6.36 0.63 -0.099
C -3.72 -3.57 -2.16 -0.138
C 2.40 -0.11 4.75 -0.692
H 1.23 6.97 0.89 0.106
H -3.46 10.84 1.94 0.088
H -1.99 10.26 2.77 0.090
H -2.83 6.70 -0.45 0.104
H 1.38 4.50 0.96 0.121
H -2.69 4.23 -0.35 0.127
H -1.83 11.21 1.29 0.078
```

Properties
- Highest occupied orbital energy (alpha / beta): -8.995 / -8.931 eV
- ⟨S²⟩: 6.077
- Total energy: -7743.83309 a.u.
- 2S+1: 5
- F_max: 1.4 eV/Å



C4H4N2O | wB97M-V/def2-TZVPD

Geometry as XYZ:
```
11
Properties=species:S:1:pos:R:3:lowdin_charge:R:1
O 2.09 -0.94 0.84 0.042
N -1.16 0.38 0.30 0.028
N 0.20 -1.47 -0.35 0.122
C -0.26 1.43 0.13 -0.290
C 0.98 1.63 -0.27 0.206
C 1.49 -1.00 -0.22 -0.417
C -0.91 -0.93 -0.04 -0.192
H -1.82 -1.53 -0.07 0.130
H -0.63 2.44 0.37 0.114
H -2.13 0.62 0.45 0.135
H 1.98 -0.79 -1.18 0.123
```

Properties
- Highest occupied orbital energy: -9.582 eV
- Total energy: -339.40534 a.u.
- F_max: 0.7 eV/Å



C28H43F12N3O11 | wB97M-V/def2-TZVPD

Geometry as XYZ:
```
97
Properties=species:S:1:pos:R:3:lowdin_charge:R:1
F -0.16 -3.79 -4.94 0.175
F -3.01 -1.42 0.36 0.179
F 0.74 -3.10 -3.07 0.191
F -1.48 2.04 7.58 0.211
F -4.70 7.26 0.59 0.201
F -3.65 6.24 -1.05 0.167
F 1.72 -2.62 -4.83 0.120
F -2.82 0.52 1.25 0.176
F -5.56 5.57 -0.32 0.152
F -2.80 0.40 -0.89 0.171
F -1.37 0.42 6.09 0.173
F -1.43 2.54 5.44 0.123
O -4.32 4.16 1.67 0.021
O -2.48 5.53 1.35 0.128
O -0.20 -0.74 -0.52 0.126
O 3.51 -0.15 -5.12 0.117
O 2.38 -1.15 -8.00 -0.177
O -1.57 -1.48 -4.63 0.132
O 3.70 0.84 -2.28 -0.191
O 0.35 -0.43 -4.05 0.042
O 1.10 0.57 6.38 0.000
O -0.33 -0.35 1.73 -0.014
O 1.14 2.88 6.50 0.099
N 1.36 -3.75 3.13 0.143
N -2.36 -4.09 -0.61 0.144
N -6.78 -2.94 -2.62 0.107
C 0.15 -3.78 0.09 -0.061
C -4.39 6.11 0.06 -0.569
C -6.55 -3.09 -1.48 -0.250
C -0.43 0.84 -4.05 -0.141
C -2.44 -0.23 0.25 -0.558
C 0.51 2.02 -4.02 -0.056
C 4.01 -0.20 -6.43 -0.065
C -0.91 -0.43 0.40 -0.246
C -1.00 1.66 6.42 -0.538
C -3.64 3.26 2.56 -0.230
C 2.89 0.04 -7.45 -0.159
C 1.52 0.58 2.78 -0.067
C -3.64 5.23 1.09 -0.278
C 0.48 -2.77 -4.31 -0.527
C -4.41 3.03 3.78 -0.078
C 2.77 0.13 8.09 -0.047
C 1.17 -3.80 5.78 -0.046
C 3.66 -0.59 -2.58 -0.115
C 0.52 1.76 6.44 -0.329
C 2.52 0.39 6.56 -0.173
C 1.20 -1.12 -8.74 -0.073
C -6.21 -3.11 -0.02 -0.079
C 1.27 -3.75 4.30 -0.214
C 4.25 -0.73 -4.02 -0.055
C 1.04 -0.59 2.04 -0.268
C 3.40 1.22 -0.92 -0.071
C -0.34 -1.46 -4.38 -0.389
C -1.29 -3.89 -0.36 -0.269
H 4.48 -1.77 -4.25 0.162
H 2.34 1.03 -0.72 0.073
H 2.68 1.11 8.56 0.074
H 3.93 0.72 -0.11 0.089
H 0.68 -3.06 -0.52 0.044
H 0.93 2.03 -3.01 0.069
H 3.62 2.29 -0.84 0.099
H 4.18 -1.23 -1.87 0.141
H 1.49 -2.83 6.16 0.062
H 5.26 -0.35 -3.93 0.166
H 4.87 0.46 -6.55 0.179
H 1.41 1.42 2.09 0.088
H -5.70 -2.16 0.19 0.062
H 3.32 0.58 -8.29 0.141
H -2.66 3.67 2.81 0.119
H 1.98 -4.43 6.15 0.086
H 0.91 0.84 3.64 0.074
H 1.72 -0.84 1.23 0.120
H -3.45 2.30 2.08 0.105
H 1.44 1.97 -4.57 0.063
H 1.33 -0.98 -9.81 0.100
H -5.52 -3.87 0.35 0.068
H 0.65 -0.32 -8.24 0.089
H -4.72 3.87 4.40 0.091
H 2.09 -0.60 8.53 0.081
H 0.22 -4.07 6.23 0.091
H 0.05 -3.45 1.13 0.033
H 0.14 3.02 -4.25 0.094
H 2.55 0.51 3.12 0.092
H 3.79 -0.01 8.45 0.079
H -5.39 2.65 3.50 0.085
H -3.98 2.30 4.47 0.077
H 0.65 -4.75 0.07 0.084
H -1.14 0.88 -3.23 0.129
H -7.09 -3.35 0.58 0.075
H -1.01 0.92 -4.96 0.127
H 2.60 -0.87 -2.56 0.113
H 0.62 -2.03 -8.54 0.101
H 2.15 0.68 -6.96 0.130
H 2.86 -0.52 6.06 0.103
H 1.02 -1.40 2.76 0.085
H 4.42 -1.21 -6.49 0.166
H 3.16 1.16 6.13 0.124
```

Properties
- Highest occupied orbital energy (alpha / beta): -12.387 / -12.387 eV
- ⟨S²⟩: 0.754
- Total energy: -3282.50642 a.u.
- 2S+1: 2
- Charge: +1
- F_max: 6.1 eV/Å